Entry 1:
Formula: C6H14ClO6RhS2
Source: the OMol25 dataset
Level of theory: the ωB97M-V functional and the def2-TZVPD basis

```
! RIJCOSX wB97M-V def2-TZVPD def2/J DEFGRID3
* xyz -2 5
Rh 2.5706 -0.7721 -0.4259
O 5.1294 0.2126 2.2846
S 4.3930 -0.9453 1.7815
O 4.6862 -2.1587 2.5380
O 4.6532 -1.1541 0.3001
O 2.8919 -0.6666 1.7837
O 2.7388 1.0070 -0.8698
Cl 1.7785 -3.1572 -0.6369
C -1.7860 -2.3271 1.4285
C -2.4042 -0.9999 0.9942
C -2.0349 -0.6309 -0.4398
S -0.2523 -0.2807 -0.5691
O 0.0538 -0.2998 -2.0288
C -0.2778 1.4705 -0.0324
C -0.2048 2.4369 -1.2035
C -1.4665 2.4953 -2.0550
H -2.0818 -2.5836 2.4477
H -0.6967 -2.2960 1.3858
H -2.1080 -3.1340 0.7663
H -2.0787 -0.2024 1.6708
H -3.4951 -1.0444 1.0798
H -2.6031 0.2168 -0.8268
H -2.1691 -1.4840 -1.1081
H 0.6153 1.5729 0.5836
H -1.1726 1.6196 0.5814
H 0.6582 2.1444 -1.8034
H 0.0218 3.4262 -0.7933
H -1.6312 1.5392 -2.5524
H -1.3773 3.2625 -2.8285
H -2.3505 2.7330 -1.4522
*
```

Results
Frontier orbital gap (alpha / beta) = 5.628 / 6.114 eV
ΔE to the lowest compared entry with this formula, charge and spin = 131.8 kJ/mol

Entry 2:
Formula: C6H14CrO10
Source: the OMol25 dataset
Level of theory: the ωB97M-V functional and the def2-TZVPD basis

```
! RIJCOSX wB97M-V def2-TZVPD def2/J DEFGRID3
* xyz 0 5
Cr 0.0770 -0.1580 -0.0606
O 3.1521 0.0518 -2.5162
C 2.5854 -1.1125 -2.0658
O 1.4789 -1.0156 -1.4292
O 3.1760 -2.1702 -2.3014
H 2.4735 0.7362 -2.4941
O -3.1033 1.9511 2.0905
C -2.5097 1.7009 0.8917
O -2.9654 2.3050 -0.1009
O -1.5554 0.8782 0.8789
H -3.7380 2.6467 1.8632
C 1.8409 1.4915 1.6841
C 2.1493 1.9715 0.2952
O 0.9671 1.7771 -0.5126
O 1.4871 0.0979 1.5710
H 0.9867 2.0349 2.1004
H 2.6693 1.6547 2.3753
H 2.9494 1.3916 -0.1760
H 2.4913 3.0066 0.2733
H 0.9249 2.4966 -1.1495
H 1.3924 -0.2448 2.4663
C -2.2161 -1.9263 -0.9155
C -1.4062 -2.7554 0.0859
O -0.6314 -1.9640 0.9851
O -1.3979 -0.9055 -1.4857
H -3.0827 -1.4790 -0.4177
H -2.5993 -2.5989 -1.6862
H -0.8548 -3.5455 -0.4301
H -2.1338 -3.3771 0.6201
H -0.7897 -2.2832 1.8757
H -1.8175 -0.6566 -2.3153
*
```

Results
Frontier orbital gap (alpha / beta) = 8.077 / 8.456 eV
ΔE to the lowest compared entry with this formula, charge and spin = 0.0 kJ/mol

Entry 3:
Formula: C6H14CsO3
Source: the OMol25 dataset
Level of theory: the ωB97M-V functional and the def2-TZVPD basis

```
! RIJCOSX wB97M-V def2-TZVPD def2/J DEFGRID3
* xyz 1 1
H 0.1436 1.2575 0.9848
C -2.1076 -0.4882 2.0648
O -0.7559 -0.6334 1.6465
C 0.1212 0.3627 2.0152
C 1.5116 -0.2213 1.8414
O 1.6270 -0.5458 0.4777
C 1.4803 0.8217 -0.6158
C 0.8303 0.5948 -1.9529
O -0.3141 -0.2227 -1.8014
C -1.0646 -0.4082 -2.9844
Cs -0.2150 -2.3875 -0.3114
H -2.5500 0.3952 1.5838
H -2.6502 -1.3910 1.7665
H -2.1396 -0.4283 3.1611
H -0.0356 0.7012 3.0500
H 1.6914 -1.0203 2.5782
H 2.2222 0.5824 2.1152
H 2.4431 1.2841 -0.9173
H 1.4664 1.5269 0.2096
H 1.5424 0.0939 -2.6311
H 0.5487 1.5512 -2.4216
H -1.2893 -1.4772 -3.0713
H -2.0070 0.1551 -2.9090
H -0.4994 -0.1028 -3.8787
*
```

Results
Frontier orbital gap = 10.055 eV

Entry 4:
Formula: C6H14EuO4
Source: the OMol25 dataset
Level of theory: the ωB97M-V functional and the def2-TZVPD basis

```
! RIJCOSX wB97M-V def2-TZVPD def2/J DEFGRID3
* xyz -1 9
C 2.5629 2.5555 0.6340
O 2.3698 1.1840 0.7894
C 2.4025 0.7594 2.1649
C 1.8850 -0.6501 2.2534
O 0.4477 -0.6407 2.5026
C -0.4144 -0.6174 1.3129
C -1.5344 0.3581 1.5669
O -0.9575 1.6137 1.9196
C -1.8809 2.6896 1.9476
Eu 0.6691 1.4751 3.6173
H 2.5325 2.7901 -0.4391
H 1.7720 3.1369 1.1480
H 3.5404 2.8813 1.0364
H 3.4513 0.7906 2.5172
H 2.3316 -1.1621 3.1174
H 2.0691 -1.2654 1.3550
H -0.8326 -1.6192 1.1181
H 0.2229 -0.2849 0.4824
H -2.1922 0.0148 2.3827
H -2.1509 0.4734 0.6631
H -1.3362 3.5825 2.2748
H -2.2910 2.8533 0.9410
H -2.7005 2.4801 2.6514
O -1.7124 -2.5185 -1.3869
H -1.1447 -3.1091 -1.8914
*
```

Results
Frontier orbital gap (alpha / beta) = 4.214 / 5.014 eV
ΔE to the lowest compared entry with this formula, charge and spin = 0.0 kJ/mol

Entry 5:
Formula: C6H14KNO11S2
Source: the OMol25 dataset
Level of theory: the ωB97M-V functional and the def2-TZVPD basis

```
! RIJCOSX wB97M-V def2-TZVPD def2/J DEFGRID3
* xyz 1 2
K -2.8419 -1.0490 -5.0467
C -0.8400 -0.6912 -1.5859
O -1.8344 -0.2841 -2.5330
H -0.0939 0.0964 -1.4805
H -1.2108 -1.0844 -0.6394
H -0.2788 -1.5800 -1.8742
C 0.1605 -4.5724 -3.1349
N -1.1382 -4.8136 -3.8071
O -1.8013 -5.7045 -3.3088
O -1.5073 -4.0860 -4.7085
H 0.7326 -5.4664 -2.8867
H -0.0693 -3.9875 -2.2442
H 0.7072 -3.9150 -3.8110
C 2.6526 2.0236 0.3894
C 2.2861 3.4543 -0.0289
O 2.2013 4.2214 1.1680
S 2.4591 3.2919 2.4838
O 1.3886 3.5735 3.4828
O 3.8840 3.2996 2.9343
O 2.1245 1.9367 1.6583
H 3.7212 1.8095 0.4079
H 2.3087 1.2921 -0.3417
H 1.2949 3.2886 -0.4509
H 2.7679 3.8358 -0.9291
C -1.1828 1.4801 2.0259
C -0.4042 0.1323 2.4634
O -1.4190 -0.7643 2.8374
S -2.9355 -0.1049 2.7100
O -3.7375 -0.3821 3.9319
O -3.4359 -0.5078 1.4463
O -2.4254 1.3832 2.6338
H -1.3564 1.3956 0.9531
H -0.7152 2.4481 2.2060
H 0.2207 0.2616 3.3471
H 0.3178 -0.2310 1.7320
*
```

Results
Frontier orbital gap (alpha / beta) = 9.296 / 7.013 eV

Entry 6:
Formula: C6H14N2
Source: the OMol25 dataset
Level of theory: the ωB97M-V functional and the def2-TZVPD basis

```
! RIJCOSX wB97M-V def2-TZVPD def2/J DEFGRID3
* xyz 0 1
C 0.1290 0.2720 -0.7976
C -0.4588 -0.5904 0.1610
C -2.3879 -0.3251 -0.6058
C 2.6901 -1.3756 0.0693
C 1.7510 -0.2966 0.4951
N -0.1346 1.5994 -0.8243
N -2.8782 0.8171 0.1620
C 1.9983 0.5806 1.4528
H 0.4752 -0.1635 -1.7313
H -0.9069 1.8920 -0.2080
H -0.1577 2.0653 -1.7188
H -3.0121 0.5556 1.1335
H -3.7779 1.1651 -0.1605
H -0.7374 -0.1905 1.1246
H -0.3181 -1.6555 0.0701
H -2.4319 -0.0825 -1.6683
H -2.8966 -1.2824 -0.4458
H 2.8917 -1.3138 -1.0053
H 2.2569 -2.3628 0.2601
H 3.6517 -1.3316 0.5972
H 2.9716 0.6633 1.9390
H 1.2826 1.3598 1.7012
*
```

Results
Frontier orbital gap = 7.341 eV
ΔE to the lowest compared entry with this formula, charge and spin = 518.6 kJ/mol

Please write out number 4 again, unchanged.
Formula: C6H14EuO4
Source: the OMol25 dataset
Level of theory: the ωB97M-V functional and the def2-TZVPD basis

```
! RIJCOSX wB97M-V def2-TZVPD def2/J DEFGRID3
* xyz -1 9
C 2.5629 2.5555 0.6340
O 2.3698 1.1840 0.7894
C 2.4025 0.7594 2.1649
C 1.8850 -0.6501 2.2534
O 0.4477 -0.6407 2.5026
C -0.4144 -0.6174 1.3129
C -1.5344 0.3581 1.5669
O -0.9575 1.6137 1.9196
C -1.8809 2.6896 1.9476
Eu 0.6691 1.4751 3.6173
H 2.5325 2.7901 -0.4391
H 1.7720 3.1369 1.1480
H 3.5404 2.8813 1.0364
H 3.4513 0.7906 2.5172
H 2.3316 -1.1621 3.1174
H 2.0691 -1.2654 1.3550
H -0.8326 -1.6192 1.1181
H 0.2229 -0.2849 0.4824
H -2.1922 0.0148 2.3827
H -2.1509 0.4734 0.6631
H -1.3362 3.5825 2.2748
H -2.2910 2.8533 0.9410
H -2.7005 2.4801 2.6514
O -1.7124 -2.5185 -1.3869
H -1.1447 -3.1091 -1.8914
*
```

Results
Frontier orbital gap (alpha / beta) = 4.214 / 5.014 eV
ΔE to the lowest compared entry with this formula, charge and spin = 0.0 kJ/mol